Record 1
# C38H39N3O2SZn

C38H39N3O2SZn as an isolated structure (the ωB97M-V functional and the def2-TZVPD basis, the OMol25 dataset).

Summary:
net charge: 0
gap between HOMO and LUMO: 8.614 eV

The geometry in XYZ format:
```
84
C38H39N3O2SZn (the ωB97M-V functional and the def2-TZVPD basis)
C 0.556 -0.906 -2.281
H -2.592 2.535 0.583
H 3.651 3.935 -3.822
H -4.042 -1.619 -2.267
C -1.027 2.013 4.049
C 3.125 -3.704 -0.743
C -2.662 2.142 -2.715
H -0.990 -1.475 2.190
C -3.128 -1.475 -1.712
H 5.531 -3.023 2.355
C -1.645 1.975 -4.870
H -3.505 2.394 -2.091
N -0.802 -1.085 -0.299
H 0.335 1.190 -4.921
C -0.500 1.459 -4.290
H -1.388 -1.333 4.338
H -4.860 3.463 0.286
H 3.898 -2.998 -1.034
H -6.730 2.600 1.644
H 3.807 0.132 1.670
O 1.100 1.095 -0.995
H -6.298 0.864 3.346
C -0.417 1.291 -2.911
H 3.554 -4.706 -0.640
H 0.400 -3.369 0.115
H 0.544 -1.273 -3.307
H -0.288 3.303 5.584
C -5.735 2.204 1.776
H 6.098 -2.495 0.762
C -0.614 -0.040 5.837
H -1.677 2.125 -5.940
C -1.325 0.707 3.663
C -1.134 -0.313 4.581
H 4.927 -3.820 0.900
C -1.916 -1.378 -2.375
H 2.378 -3.748 -1.541
H -2.779 -1.421 2.312
C -3.177 1.146 2.080
H -3.642 2.670 -4.547
C 1.178 -3.870 0.697
H 4.414 -0.003 -5.279
N 2.481 -3.281 0.480
C -1.969 -1.168 0.355
C 2.864 -2.202 1.196
H 2.555 -0.867 -3.968
C 4.527 -0.642 1.927
C -1.900 -0.997 1.827
C 2.783 0.187 -3.914
H 5.516 -0.333 1.596
H -1.437 1.554 -1.062
C -4.221 0.709 2.887
H -1.186 2.807 3.336
H 0.117 1.460 7.180
C -0.521 2.285 5.305
C 2.024 1.043 -3.131
C -4.690 2.680 1.008
H 1.228 -4.919 0.404
C -3.162 -1.366 -0.333
O -0.889 1.191 1.402
H -0.444 -0.851 6.528
C -3.419 2.156 1.161
C 2.356 2.395 -3.108
C 0.824 0.650 -2.268
C -5.493 1.226 2.726
C -0.759 -1.159 -1.632
C 4.153 2.023 -4.646
C -0.297 1.255 6.203
H -1.866 -1.434 -3.453
H 0.929 -3.802 1.754
C -2.739 2.297 -4.087
H 4.968 2.403 -5.244
C 5.232 -2.865 1.313
C 3.409 2.883 -3.855
H 1.377 -1.355 -1.717
H 1.763 3.054 -2.494
C 3.838 0.678 -4.669
H -4.091 -1.430 0.212
H 4.532 -0.770 3.013
N 4.173 -1.878 1.265
Zn 0.404 0.352 0.498
S 1.727 -1.314 2.078
H -4.032 -0.026 3.658
C -1.505 1.657 -2.133
C -1.782 0.530 2.211
```

Mulliken atomic charge list, values in e, 8 entries:
1. C -1.255
2. H 0.500
3. H 0.397
4. H 0.441
5. C -0.337
6. C -1.378
7. C -0.333
8. H 0.368

=====

Record 2
# C38H40Br2N3OP2RbS2

C38H40Br2N3OP2RbS2 as an isolated structure (the ωB97M-V functional and the def2-TZVPD basis, the OMol25 dataset).

Summary:
net charge: 0
gap between HOMO and LUMO: 4.251 eV

The geometry in XYZ format:
```
89
C38H40Br2N3OP2RbS2 (the ωB97M-V functional and the def2-TZVPD basis)
C -4.110 0.745 3.283
H 1.970 5.729 -0.110
C 0.675 -5.509 0.358
H 0.474 -5.443 -0.739
H 3.397 3.724 -2.569
H 4.754 -4.955 0.521
C -5.796 0.334 -0.647
H -1.922 -1.196 -2.105
H 0.991 6.714 -1.232
H -1.785 5.012 -0.786
C -2.548 -0.435 -2.481
C 0.957 5.770 -5.370
H 2.960 -6.169 1.667
N 1.841 -4.681 0.605
C 1.866 -3.427 -0.003
H 4.231 1.130 4.131
C -0.548 -4.993 1.109
H 0.385 -3.330 2.161
H 0.934 -6.539 0.561
C 5.629 -1.899 4.830
H -1.697 -2.951 3.526
H 4.995 -0.210 6.073
C -1.305 4.966 -5.004
C 5.087 -0.618 5.047
C -6.033 0.291 1.902
H -3.681 -6.164 1.528
H 2.354 5.356 -3.784
H 5.617 -2.665 5.644
H -2.398 4.997 -5.223
H 5.427 -1.571 0.265
C -2.846 -5.517 1.707
C -0.545 -3.918 2.002
H -2.681 5.662 -2.141
C 4.781 0.198 3.983
C 3.034 -2.553 0.288
C -3.828 0.529 0.791
Br -7.940 0.102 1.901
C -0.947 4.409 -3.765
H 4.769 -4.672 2.297
C -2.540 4.804 -1.548
O -2.016 1.140 2.327
C -1.638 -5.798 0.979
H 6.561 -3.185 3.367
S 0.799 -2.945 -1.206
N 4.144 -3.069 0.946
C -5.478 0.622 3.168
C -5.270 0.345 0.683
P -1.945 3.447 -2.614
C 2.547 3.161 -2.127
P 1.059 4.193 -1.651
H 2.246 2.232 -2.665
H 2.621 6.181 -1.756
N -2.989 0.244 -0.204
C 5.962 -2.290 3.524
C -0.355 5.629 -5.807
H 6.246 -2.938 1.001
H 4.882 0.316 1.825
C 5.385 -2.277 1.144
H -3.849 4.209 -3.839
H 1.602 6.412 -5.915
C -2.824 -4.451 2.554
C 4.191 -4.488 1.338
C -4.902 0.160 -1.648
C 1.322 5.210 -4.146
H -4.347 2.677 -2.953
H -6.873 0.232 -0.911
C 1.698 5.883 -1.183
C -3.531 0.027 -1.438
C 5.453 -1.589 2.486
H -5.358 0.009 -2.678
H -3.439 4.463 -1.063
C -1.700 -3.636 2.711
H -1.854 0.244 -2.956
H -3.169 -0.871 -3.267
S 3.010 -0.897 -0.042
H -3.397 2.652 -4.507
H 2.626 -4.712 2.639
Br -3.372 0.681 5.011
H 2.836 2.802 -1.137
H -3.716 -4.156 3.083
Rb -0.102 -0.317 0.994
C 0.391 4.628 -3.296
C 2.820 -5.076 1.609
C 5.040 -0.268 2.680
C -3.229 0.806 2.145
C -3.576 3.211 -3.576
H -1.631 -6.688 0.345
H -0.711 6.090 -6.684
H -6.147 0.684 4.036
```

Mulliken atomic charge list, values in e, 8 entries:
1. C -0.070
2. H 0.350
3. C -2.025
4. H 0.481
5. H 0.363
6. H 0.380
7. C -0.808
8. H 0.313

=====

Record 3
# C38H40ClN6PSr

C38H40ClN6PSr as an isolated structure (the ωB97M-V functional and the def2-TZVPD basis, the OMol25 dataset).

Summary:
net charge: +2
gap between HOMO and LUMO: 8.363 eV

The geometry in XYZ format:
```
87
C38H40ClN6PSr (the ωB97M-V functional and the def2-TZVPD basis)
H 0.160 -1.840 4.528
H 4.127 -0.563 0.664
H -2.771 1.413 -2.736
C 2.156 -2.895 1.731
C -0.872 1.940 5.298
C -0.285 1.461 -2.476
C -0.309 -2.100 -5.498
C 0.983 -2.601 -5.537
C 0.011 0.200 3.914
H -5.896 -1.492 -2.669
H -1.994 -2.529 -1.264
C 3.800 2.606 0.874
H -0.160 5.139 -3.632
P -0.444 -0.239 -1.832
H 3.185 1.956 2.692
H -0.164 0.978 -4.565
C -2.235 -0.525 -1.981
N 2.704 1.604 -1.069
H -1.232 2.295 6.249
H 5.710 -2.484 0.456
C -2.792 1.125 1.059
N 0.054 1.014 2.868
H -1.604 -2.515 1.436
C -0.243 3.815 -1.952
Sr 0.791 -0.120 0.892
H -0.325 2.239 -0.480
C -4.435 0.066 -2.736
H -1.726 -2.570 3.211
H 4.537 1.803 0.801
C -4.010 -2.147 -1.896
H 2.846 -2.803 -4.485
H -0.123 3.309 -5.295
H 0.714 -3.661 3.093
C -1.381 -1.967 2.359
H -0.971 -2.230 -6.340
C -4.090 0.581 2.982
C 3.835 -1.572 0.920
C 1.835 -2.423 -4.458
C 2.975 -4.019 1.702
C 4.710 -2.636 0.827
C 4.263 -3.893 1.217
C -0.202 1.766 -3.830
H 3.509 1.028 -1.313
C -3.229 -0.483 3.189
H -0.348 2.854 2.092
C -4.877 -1.216 -2.451
H 2.593 -4.966 2.051
N 2.753 2.181 1.803
H -1.761 -1.028 -4.358
H -4.361 -3.144 -1.671
C 0.734 -3.034 2.190
C -3.118 0.417 -2.498
H 4.314 3.515 1.207
C -0.298 2.496 -1.540
N 0.061 -1.764 2.410
H -1.227 3.787 4.249
C 0.091 -1.214 -3.287
H 2.141 2.976 1.975
C 3.193 2.862 -0.499
C -3.876 1.393 1.879
H 1.584 -1.193 3.701
C 1.381 -1.733 -3.347
H -3.370 -1.146 4.027
Cl 2.425 -1.513 -1.987
H -4.536 2.215 1.659
H -4.916 0.752 3.655
H -2.576 1.748 0.200
C -0.191 4.112 -3.307
N -1.975 0.096 1.247
H -0.426 -0.031 6.013
H 1.328 -3.134 -6.409
H 4.908 -4.754 1.155
H -0.248 4.615 -1.222
C -2.692 -1.801 -1.661
H -5.111 0.790 -3.167
H 3.940 3.351 -1.142
C -0.752 -1.414 -4.381
C 0.488 -1.206 3.689
C -2.202 -0.710 2.281
H 0.198 -3.597 1.420
C -0.165 3.088 -4.240
H 2.238 1.820 -1.946
C -0.381 2.260 2.997
C -0.429 0.635 5.162
N 2.577 -1.701 1.332
H 2.338 3.536 -0.387
C -0.865 2.773 4.187
```

Mulliken atomic charge list, values in e, 8 entries:
1. H 0.534
2. H 0.341
3. H 0.360
4. C 0.360
5. C -0.664
6. C 0.592
7. C -0.797
8. C -0.608

=====

Record 4
# C38H40N11O2Pd

C38H40N11O2Pd as an isolated structure (the ωB97M-V functional and the def2-TZVPD basis, the OMol25 dataset).

Summary:
multiplicity: 3
net charge: +1
gap between HOMO and LUMO (alpha / beta): 7.978 / 5.823 eV

The geometry in XYZ format:
```
92
C38H40N11O2Pd (the ωB97M-V functional and the def2-TZVPD basis)
N -3.821 -4.972 6.125
C -2.224 -1.734 5.504
C 2.352 2.938 -3.971
H -3.330 -1.340 0.478
H -2.956 -5.652 -1.095
Pd -0.282 0.155 -0.132
H -4.883 -0.406 7.958
H -2.130 0.414 2.934
H -2.724 -4.596 1.952
C -2.581 -6.375 3.111
C -2.164 -0.420 5.938
C -0.913 -3.264 -0.085
C -2.474 -5.645 1.931
H -4.149 3.232 1.110
C -1.791 4.414 1.104
C -0.696 -0.924 -2.864
H -1.476 -8.100 -0.147
C -1.789 -7.617 0.766
C -4.136 -0.786 7.276
N -1.325 2.383 -0.212
H 2.985 3.685 -4.420
C -2.710 1.963 0.038
N -0.467 0.242 4.251
H -2.933 4.545 -1.994
C -2.038 -5.466 -0.530
C -2.051 -1.246 -2.686
N 0.837 0.037 4.071
C -3.284 -3.953 5.524
O -2.728 -4.311 4.345
H -2.409 -8.300 4.029
H -3.022 1.332 -0.798
C 0.984 -0.048 2.772
N -2.802 4.414 0.065
C -1.295 3.195 -1.432
H -4.356 3.250 -0.642
H -0.262 3.459 -1.656
H -2.291 4.369 2.073
C -2.982 -5.644 4.293
N -1.317 -2.047 0.232
C 0.070 -1.727 -3.728
C 2.331 2.778 -2.589
H -0.791 2.587 1.804
H 1.510 2.309 -5.835
C -2.086 -6.259 0.757
C -0.842 3.203 0.904
H 0.004 0.657 -4.820
C -3.615 3.216 0.158
H -1.547 5.367 -1.276
H 2.904 -0.311 -0.342
N -0.138 0.129 -2.191
H -1.181 -5.762 -1.139
H -2.655 -0.644 -2.018
N -3.621 -6.045 5.349
H 0.175 3.528 0.671
C -0.512 -2.767 -4.422
H 2.091 -1.458 -0.979
C -2.622 -2.286 -3.389
H -1.669 2.583 -2.253
C -1.910 -8.349 1.937
H 1.472 1.704 -0.922
H -3.100 1.081 7.149
C -2.312 -7.739 3.114
H -3.672 -2.502 -3.273
C -3.230 -2.579 5.970
H -2.728 1.369 0.958
H -2.319 -3.840 -4.832
H 0.107 -3.589 -0.144
C 0.694 1.212 -4.204
C 1.517 1.831 -2.012
H -1.482 -2.121 4.822
C -1.012 0.480 5.561
H -4.946 -2.779 7.227
C -3.135 0.054 6.814
H 1.126 -1.523 -3.828
C -4.181 -2.107 6.870
N -1.978 -4.053 -0.282
C -2.667 -2.149 0.232
H -0.187 0.312 6.259
C 1.521 2.161 -4.765
H 1.922 -0.219 2.281
C -1.075 0.273 3.061
O 2.154 -0.896 -0.198
C -1.861 -3.044 -4.267
H 2.942 3.410 -1.962
N -3.090 -3.348 -0.072
C 0.689 1.008 -2.806
N -0.182 0.098 2.103
C -2.158 4.465 -1.232
H -1.323 1.528 5.639
H -1.688 -9.406 1.926
H 0.086 -3.358 -5.098
H -1.240 5.356 1.055
```

Mulliken atomic charge list, values in e, 8 entries:
1. N -0.450
2. C 0.200
3. C -0.580
4. H 0.673
5. H 0.300
6. Pd 0.427
7. H 0.411
8. H 0.537

=====

Record 5
# C38H40N5O7P2PdS

C38H40N5O7P2PdS as an isolated structure (the ωB97M-V functional and the def2-TZVPD basis, the OMol25 dataset).

Summary:
net charge: +3
gap between HOMO and LUMO: 5.460 eV

The geometry in XYZ format:
```
94
C38H40N5O7P2PdS (the ωB97M-V functional and the def2-TZVPD basis)
C -1.527 -5.917 -1.244
H -2.571 -0.671 4.834
H 0.558 3.153 0.994
O -0.585 -1.570 -1.644
C -1.773 1.736 -3.030
C 3.545 3.383 -3.262
P 0.209 2.431 -1.251
H 2.817 -6.740 -3.893
H -2.320 -2.677 1.056
H 1.221 1.314 4.998
C -5.315 3.619 0.382
H -4.279 3.469 -4.500
C 1.952 -1.205 1.851
O 0.897 -1.518 2.429
H -0.452 -7.842 -3.174
C -2.093 0.563 3.151
C 3.013 5.303 -1.900
C 5.810 -0.272 3.219
O -1.859 0.870 0.078
H -0.428 -0.232 5.985
H 4.682 5.202 -3.236
C 0.300 1.095 4.474
C 5.315 0.212 2.009
C 3.830 4.672 -2.832
H -4.330 5.745 2.836
C -4.182 2.822 0.298
C -3.400 3.277 -3.899
P -1.645 2.112 0.975
C -1.832 -0.028 4.373
C 1.600 3.360 -1.844
H -2.296 -5.320 0.677
C -3.145 4.146 2.051
C 3.754 -1.466 3.682
C -1.136 2.789 -2.374
H 6.808 0.007 3.529
C 2.423 2.731 -2.786
C -0.305 3.141 0.329
C -4.280 4.932 2.125
C 1.276 -6.931 -2.567
C -0.471 -6.953 -0.808
N -1.320 -2.872 1.050
C 4.039 -0.170 1.667
H -0.806 -2.605 1.899
C 5.046 -1.097 4.040
H -3.423 1.168 -4.277
O 0.607 -3.502 -2.099
O 2.407 1.579 0.776
H -6.166 3.416 -0.255
H -2.458 -6.458 -1.419
C -1.145 1.427 2.573
N 0.890 -6.727 -1.301
N 0.449 -7.491 -3.445
H 2.185 1.728 -3.117
C 0.045 1.699 3.248
H 5.908 0.857 1.374
H -0.774 -7.949 -1.130
H 1.537 -6.229 -0.713
Pd -0.030 -0.094 0.678
H 3.132 -6.110 -2.328
H 1.253 5.163 -0.700
O 0.497 0.920 -1.192
H 4.190 2.898 -3.982
H 0.074 -4.213 0.626
H -0.405 -7.012 0.278
C -0.023 -2.566 -1.805
N 1.891 -0.889 0.504
H -2.749 -4.263 -0.646
H -0.676 4.157 0.190
C -5.360 4.667 1.288
C -0.629 0.233 5.029
C -3.099 3.093 1.133
O 3.670 0.383 -0.962
C 3.262 -0.990 2.481
C -1.911 -4.832 -0.228
C -0.914 -3.859 0.333
H -3.127 5.342 -3.377
H 0.766 -7.724 -4.373
N 2.504 -6.594 -2.947
H 3.266 6.294 -1.548
H -6.248 5.283 1.352
H -1.387 0.732 -2.917
H -1.089 4.929 -2.067
C -2.751 4.333 -3.270
H -3.045 0.400 2.657
H 0.767 2.397 2.845
H 5.469 -1.458 4.968
H -1.234 -5.471 -2.195
C 1.885 4.660 -1.422
C -2.913 1.983 -3.780
H 3.160 -2.118 4.309
H -2.307 4.344 2.712
S 3.047 0.371 0.314
C -1.612 4.095 -2.523
H -4.134 1.998 -0.403
```

Mulliken atomic charge list, values in e, 8 entries:
1. C -0.492
2. H 0.510
3. H 0.733
4. O -0.426
5. C -0.439
6. C -0.799
7. P 0.272
8. H 0.214

=====

For each record above, in turn, the calculated energy relative to the best compared isomer or geometry (same formula, charge and spin) values are 1.004; 0.000; 1.570; 0.796; 2.386 eV.
For each record above, in turn, the calculated max |F| values are 1.6; 3.3; 3.8; 1.7; 3.9 eV/A.